1.
8
Properties=species:S:1:pos:R:3 method="wB97M-V/def2-TZVPD" multiplicity=3
C 1.267 -0.781 -0.054
N 1.350 0.441 -0.088
N -0.745 1.914 0.090
S -0.394 -1.624 0.465
S -2.089 1.329 0.289
S -2.044 -0.908 -0.401
H 2.003 -1.609 -0.329
H 0.653 1.238 0.028

2.
9
Properties=species:S:1:pos:R:3 method="wB97M-V/def2-TZVPD" multiplicity=1
C 0.629 -0.372 0.672
N -0.588 -0.700 0.633
N -1.650 -0.562 0.030
S -4.378 -0.395 -1.023
S -3.084 -0.030 0.369
S 3.355 0.715 -0.485
S 1.368 1.196 -0.007
H 1.151 -0.693 1.508
H 3.196 0.842 -1.697

3.
9
Properties=species:S:1:pos:R:3 method="wB97M-V/def2-TZVPD" multiplicity=1 total_charge=-1
C -0.718 1.082 2.422
N 0.877 0.304 1.203
N -0.235 -0.182 0.339
N 2.032 -0.170 1.016
O -0.719 2.144 1.995
O 2.178 -0.971 0.039
O -0.931 0.272 3.212
H 0.335 -0.935 -0.049
H -0.319 0.448 -0.542

Energy relative to the best compared isomer or geometry (same formula, charge and spin) for every record listed, in sequence, given in kcal/mol: 20.4; 46.9; 44.5.